{
  "formula": "C21H25N3O",
  "method": "ωB97M-V/def2-TZVPD",
  "species": ["C", "C", "O", "N", "C", "C", "C", "C", "C", "C", "N", "C", "C", "C", "C", "C", "C", "C", "C", "N", "C", "C", "C", "C", "C", "H", "H", "H", "H", "H", "H", "H", "H", "H", "H", "H", "H", "H", "H", "H", "H", "H", "H", "H", "H", "H", "H", "H", "H", "H"],
  "coordinates": [[-1.511, 2.303, 2.602], [-2.183, 1.495, 1.473], [-3.348, 1.221, 1.761], [-1.644, 1.125, 0.201], [-0.338, 1.525, -0.226], [0.085, 2.878, -0.114], [1.351, 3.272, -0.569], [2.199, 2.270, -1.104], [1.743, 0.943, -1.304], [0.495, 0.525, -0.796], [0.042, -0.833, -0.887], [0.970, -1.954, -1.120], [2.080, -2.078, -0.078], [3.408, -1.885, -0.518], [4.462, -1.958, 0.348], [4.217, -2.218, 1.715], [2.888, -2.374, 2.203], [1.814, -2.278, 1.292], [0.449, -2.477, 1.868], [-0.207, -1.197, 2.119], [-1.420, -1.125, -0.698], [-2.323, 0.140, -0.648], [-2.607, 0.763, -1.994], [-3.825, 0.374, -2.840], [-3.787, 1.739, -2.127], [-1.635, 3.369, 2.398], [-2.011, 2.168, 3.563], [-0.439, 2.055, 2.700], [-0.675, 3.611, 0.207], [1.715, 4.284, -0.477], [3.185, 2.598, -1.457], [2.412, 0.274, -1.853], [1.395, -1.885, -2.119], [0.418, -2.888, -1.092], [3.647, -1.579, -1.530], [5.461, -1.810, 0.038], [5.029, -2.228, 2.421], [2.757, -2.588, 3.244], [-0.133, -3.071, 1.198], [0.535, -2.978, 2.836], [-0.399, -0.733, 1.257], [0.396, -0.605, 2.682], [-1.645, -1.750, 0.171], [-1.761, -1.742, -1.564], [-3.291, -0.166, -0.209], [-1.677, 0.920, -2.541], [-4.575, -0.343, -2.479], [-3.662, 0.395, -3.925], [-3.597, 2.598, -2.764], [-4.462, 1.900, -1.267]],
  "forces_ev_per_angstrom": [[1.43, -0.06, -0.92], [-1.98, -0.21, 0.39], [0.72, -0.43, -1.14], [0.21, 0.92, 2.25], [0.31, 0.33, 0.23], [-0.50, -0.62, -0.78], [0.14, -1.66, 0.28], [-0.97, 0.25, -0.24], [0.50, 0.88, 0.36], [-0.10, -0.62, -0.34], [-0.91, 1.14, 0.44], [-0.14, 0.52, 0.67], [0.46, 0.75, -0.20], [-0.81, 0.12, 0.10], [-0.57, -0.50, 2.28], [-1.39, 0.25, -0.27], [1.69, 0.44, -2.29], [1.22, -0.90, 0.22], [0.41, 1.07, 0.40], [-0.41, -0.27, 0.89], [0.05, -0.25, -1.45], [-0.03, -0.47, 0.10], [-0.87, -0.19, -0.24], [0.27, 0.74, 0.51], [0.75, -0.88, -0.37], [0.31, -0.05, -0.23], [-0.14, -0.61, -0.48], [-0.34, 0.38, -0.03], [0.63, -0.43, -0.03], [-0.15, 0.06, 0.01], [-0.40, -0.45, 0.06], [-0.41, 0.06, 0.41], [0.23, 0.01, -0.12], [-0.49, 0.03, -0.10], [-0.39, -0.31, -0.20], [0.84, 0.17, -0.43], [0.26, -0.15, 0.08], [-0.34, -0.02, 0.41], [-0.72, -0.47, -0.31], [-0.06, -0.22, -0.25], [0.16, 0.41, -0.23], [-0.07, -0.05, -0.13], [0.37, 0.22, 0.19], [0.22, 0.41, 0.35], [0.64, 0.35, 0.19], [-0.40, 0.44, -0.15], [0.56, 0.21, -0.12], [-0.20, -0.13, 0.52], [-0.21, -0.02, 0.21], [0.63, -0.19, -0.51]],
  "de_lowest_kj_mol": 303.4,
  "charge": 0,
  "multiplicity": 1
}

---

{
  "formula": "C21H25N3O3S",
  "method": "ωB97M-V/def2-TZVPD",
  "species": ["C", "C", "N", "C", "C", "C", "C", "C", "N", "C", "O", "C", "O", "C", "C", "O", "C", "C", "C", "C", "S", "C", "C", "C", "C", "C", "C", "N", "H", "H", "H", "H", "H", "H", "H", "H", "H", "H", "H", "H", "H", "H", "H", "H", "H", "H", "H", "H", "H", "H", "H", "H", "H"],
  "coordinates": [[-2.739, -2.978, 1.370], [-3.069, -1.486, 1.394], [-3.100, -0.945, 0.047], [-4.367, -1.133, -0.631], [-5.514, -0.202, -0.210], [-2.489, 0.354, -0.130], [-1.907, 0.517, -1.538], [-0.900, -0.585, -1.862], [0.291, -0.556, -1.048], [0.756, -1.630, -0.384], [0.222, -2.707, -0.183], [2.128, -1.291, 0.081], [2.784, -2.184, 0.824], [2.462, -0.064, -0.365], [3.649, 0.757, -0.092], [3.570, 1.966, 0.051], [4.933, 0.067, -0.005], [6.091, 0.606, 0.502], [7.190, -0.260, 0.401], [6.864, -1.440, -0.201], [5.212, -1.522, -0.634], [1.259, 0.523, -1.071], [0.785, 1.768, -0.348], [0.553, 1.756, 1.023], [0.137, 2.929, 1.629], [-0.030, 4.062, 0.849], [0.221, 3.963, -0.510], [0.611, 2.845, -1.096], [-1.804, -3.135, 0.841], [-2.642, -3.353, 2.386], [-3.520, -3.544, 0.869], [-2.288, -0.972, 1.960], [-4.018, -1.325, 1.928], [-4.671, -2.167, -0.458], [-4.200, -1.020, -1.706], [-5.668, -0.237, 0.866], [-5.311, 0.827, -0.497], [-6.432, -0.517, -0.698], [-1.667, 0.440, 0.584], [-3.180, 1.191, 0.067], [-1.434, 1.495, -1.620], [-2.704, 0.470, -2.280], [-1.366, -1.556, -1.677], [-0.608, -0.513, -2.917], [2.191, -2.954, 0.918], [6.122, 1.590, 0.933], [8.178, -0.022, 0.750], [7.507, -2.271, -0.414], [1.488, 0.815, -2.104], [0.712, 0.855, 1.596], [-0.046, 2.960, 2.693], [-0.342, 4.998, 1.285], [0.104, 4.814, -1.168]],
  "forces_ev_per_angstrom": [[-0.03, 0.25, 0.09], [0.05, -0.34, 0.01], [0.13, 0.13, 0.12], [-0.14, 0.04, -0.03], [0.32, -0.15, -0.05], [0.01, 0.13, -0.19], [0.09, -0.15, 0.31], [-0.42, 0.01, -0.30], [0.03, 0.05, 0.16], [-0.06, -0.18, 0.03], [0.11, -0.12, 0.04], [0.23, 0.34, -0.14], [-0.33, 0.04, 0.03], [-0.37, -0.47, 0.14], [0.07, 0.26, 0.13], [0.00, -0.26, -0.10], [0.66, -0.29, -0.04], [-0.43, -0.04, -0.07], [0.12, -0.11, -0.03], [-0.40, -0.07, -0.18], [0.49, 0.46, 0.15], [0.28, 0.14, 0.02], [-0.14, 0.04, 0.17], [-0.05, 0.19, -0.10], [0.03, -0.13, -0.07], [0.02, -0.02, -0.04], [-0.13, 0.32, 0.22], [0.18, -0.26, -0.39], [0.04, -0.03, -0.01], [-0.04, -0.13, 0.13], [-0.11, -0.11, -0.04], [-0.07, 0.05, -0.02], [0.08, 0.08, 0.03], [0.00, -0.01, -0.12], [-0.08, -0.12, -0.02], [-0.06, 0.03, 0.10], [-0.04, 0.12, 0.00], [-0.13, 0.01, -0.04], [-0.11, 0.01, 0.00], [0.10, -0.02, 0.05], [-0.12, 0.04, -0.10], [-0.01, 0.05, -0.10], [0.07, 0.08, -0.12], [-0.01, -0.07, 0.07], [-0.02, 0.11, -0.06], [-0.04, 0.18, 0.05], [0.17, 0.01, 0.05], [0.15, -0.16, -0.03], [-0.03, -0.04, 0.10], [0.02, -0.09, 0.07], [-0.01, 0.00, 0.07], [-0.03, 0.09, 0.01], [-0.04, 0.13, 0.04]],
  "de_lowest_kj_mol": 246.5,
  "charge": 0,
  "multiplicity": 1
}

---

{
  "formula": "C21H25N3O5",
  "method": "ωB97M-V/def2-TZVPD",
  "species": ["C", "C", "C", "C", "C", "O", "N", "C", "C", "C", "C", "C", "C", "C", "N", "C", "O", "C", "C", "C", "C", "O", "O", "C", "N", "C", "C", "C", "O", "H", "H", "H", "H", "H", "H", "H", "H", "H", "H", "H", "H", "H", "H", "H", "H", "H", "H", "H", "H", "H", "H", "H", "H", "H"],
  "coordinates": [[-4.204, -3.059, 0.171], [-2.969, -2.938, 1.052], [-1.750, -2.586, 0.465], [-0.603, -2.498, 1.263], [0.702, -2.057, 0.657], [1.225, -2.684, -0.263], [1.269, -0.983, 1.222], [2.527, -0.364, 0.796], [2.472, 0.265, -0.632], [3.776, 1.044, -1.027], [5.073, 0.243, -0.787], [3.717, 1.498, -2.510], [2.399, 2.216, -2.859], [1.176, 1.398, -2.389], [1.331, 1.185, -0.932], [0.911, 2.147, -0.051], [1.473, 2.360, 1.022], [-0.254, 2.934, -0.400], [-1.485, 2.339, -0.910], [-2.566, 3.099, -1.194], [-2.536, 4.553, -0.989], [-3.432, 5.359, -1.218], [-1.350, 5.051, -0.478], [-0.270, 4.268, -0.191], [-0.644, -2.707, 2.610], [-1.830, -3.056, 3.165], [-3.021, -3.182, 2.437], [-4.326, -3.583, 3.128], [-4.297, -3.475, 4.541], [-4.915, -2.266, 0.401], [-3.957, -3.011, -0.890], [-4.700, -4.015, 0.342], [-1.680, -2.397, -0.597], [0.803, -0.592, 2.026], [2.826, 0.378, 1.538], [3.306, -1.129, 0.831], [2.374, -0.591, -1.304], [3.812, 1.944, -0.408], [5.056, -0.715, -1.308], [5.949, 0.792, -1.135], [5.236, 0.043, 0.273], [4.583, 2.113, -2.762], [3.803, 0.617, -3.148], [2.378, 3.212, -2.415], [2.341, 2.374, -3.937], [0.215, 1.812, -2.692], [1.174, 0.413, -2.860], [-1.540, 1.266, -1.052], [-3.471, 2.644, -1.564], [0.557, 4.834, 0.223], [-1.816, -3.230, 4.232], [-5.134, -2.950, 2.760], [-4.556, -4.614, 2.853], [-5.156, -3.720, 4.894]],
  "forces_ev_per_angstrom": [[0.30, -0.07, 0.36], [-0.11, -0.07, -0.29], [0.25, -0.33, 0.80], [-1.13, 0.14, 1.33], [0.87, -0.99, -0.41], [-0.48, 0.45, 0.10], [0.04, 1.01, 0.39], [-0.24, 0.18, -0.20], [0.69, 0.65, 0.07], [0.30, -0.31, -0.07], [-0.37, 0.11, 0.13], [-0.68, -0.30, 0.35], [-0.13, -0.24, -0.28], [0.80, -0.23, 0.19], [-0.61, -0.56, -0.05], [1.80, -0.74, 0.82], [-0.07, -0.25, -0.22], [-1.89, 0.79, -0.76], [0.11, 0.58, 0.00], [0.53, 0.15, 0.27], [-1.54, 0.92, -0.52], [1.63, -1.63, 0.41], [0.76, -0.36, 0.26], [-0.66, -0.11, -0.23], [-0.61, 0.05, -0.93], [0.51, 0.29, -1.08], [0.28, 0.10, 0.50], [-0.07, 0.12, -0.35], [0.75, 0.16, 0.03], [-0.08, 0.01, -0.02], [0.10, 0.09, 0.13], [-0.08, 0.00, 0.04], [0.00, -0.04, -0.05], [0.03, 0.03, -0.08], [-0.36, 0.02, -0.08], [-0.05, -0.03, -0.45], [-0.22, 0.11, -0.15], [-0.08, 0.01, 0.12], [-0.06, -0.05, -0.05], [-0.08, 0.09, -0.09], [-0.04, -0.02, 0.02], [-0.06, 0.14, 0.18], [-0.04, -0.20, -0.02], [-0.10, 0.01, 0.20], [0.00, -0.04, -0.10], [0.13, 0.42, 0.40], [0.22, -0.09, 0.02], [0.12, -0.01, 0.02], [-0.15, 0.20, -0.01], [-0.12, -0.05, -0.07], [-0.05, 0.01, 0.02], [-0.04, 0.04, -0.30], [-0.05, -0.16, -0.19], [0.03, -0.02, -0.13]],
  "de_lowest_kj_mol": 220.9,
  "charge": 0,
  "multiplicity": 1
}

---

{
  "formula": "C21H25N3O5",
  "method": "ωB97M-V/def2-TZVPD",
  "species": ["C", "C", "C", "C", "C", "O", "N", "C", "C", "C", "C", "C", "C", "C", "N", "C", "O", "C", "C", "C", "C", "O", "O", "C", "N", "C", "C", "C", "O", "H", "H", "H", "H", "H", "H", "H", "H", "H", "H", "H", "H", "H", "H", "H", "H", "H", "H", "H", "H", "H", "H", "H", "H", "H"],
  "coordinates": [[3.503, 1.446, 0.792], [2.098, 1.149, 0.353], [1.608, -0.148, 0.368], [0.331, -0.414, -0.113], [-0.175, -1.834, -0.275], [-0.986, -2.135, -1.129], [0.389, -2.751, 0.553], [0.366, -4.167, 0.242], [0.787, -4.502, -1.198], [1.252, -5.951, -1.381], [0.255, -6.952, -0.808], [1.456, -6.201, -2.878], [2.347, -5.154, -3.540], [1.873, -3.738, -3.223], [1.773, -3.578, -1.772], [2.819, -3.105, -1.045], [3.103, -3.499, 0.081], [3.571, -1.953, -1.639], [2.957, -0.918, -2.428], [3.664, 0.165, -2.795], [5.050, 0.330, -2.401], [5.763, 1.265, -2.627], [5.590, -0.726, -1.658], [4.857, -1.783, -1.290], [-0.474, 0.542, -0.563], [-0.020, 1.790, -0.549], [1.254, 2.151, -0.121], [1.733, 3.574, -0.182], [0.713, 4.402, -0.707], [3.521, 2.169, 1.610], [4.006, 0.541, 1.129], [4.087, 1.877, -0.026], [2.265, -0.943, 0.701], [1.129, -2.453, 1.163], [1.025, -4.658, 0.954], [-0.643, -4.556, 0.380], [-0.100, -4.354, -1.821], [2.212, -6.055, -0.861], [-0.737, -6.799, -1.242], [0.566, -7.971, -1.042], [0.166, -6.873, 0.275], [1.871, -7.200, -3.033], [0.472, -6.193, -3.361], [3.376, -5.261, -3.179], [2.370, -5.299, -4.622], [2.567, -3.011, -3.637], [0.886, -3.547, -3.653], [1.909, -1.002, -2.690], [3.232, 0.976, -3.363], [5.403, -2.480, -0.670], [-0.696, 2.553, -0.911], [2.021, 3.901, 0.825], [2.635, 3.621, -0.806], [1.038, 5.305, -0.742]],
  "forces_ev_per_angstrom": [[0.00, 0.00, 0.00], [0.00, 0.00, 0.00], [0.00, 0.00, 0.01], [0.00, 0.00, -0.01], [0.00, 0.00, 0.01], [0.00, 0.00, 0.00], [0.01, 0.00, -0.01], [0.00, 0.00, 0.00], [0.00, 0.00, 0.00], [0.00, 0.00, 0.00], [0.00, 0.00, 0.00], [0.00, 0.00, 0.00], [0.00, 0.00, 0.00], [0.00, 0.00, 0.00], [0.00, 0.00, 0.00], [-0.01, 0.00, 0.00], [0.00, 0.00, 0.00], [0.01, 0.00, 0.00], [0.00, 0.00, 0.00], [0.00, 0.00, 0.00], [0.00, 0.00, 0.00], [0.00, 0.00, 0.00], [0.00, 0.00, 0.00], [0.00, 0.00, 0.00], [0.00, 0.00, 0.00], [0.00, 0.00, 0.00], [0.00, 0.00, 0.00], [0.00, 0.00, 0.00], [0.00, 0.00, 0.00], [0.00, 0.00, 0.00], [0.00, 0.00, 0.00], [0.00, 0.00, 0.00], [0.00, 0.00, 0.00], [0.00, 0.00, 0.00], [0.00, 0.00, 0.00], [0.00, 0.00, 0.00], [0.00, 0.00, 0.00], [0.00, 0.00, 0.00], [0.00, 0.00, 0.00], [0.00, 0.00, 0.00], [0.00, 0.00, 0.00], [0.00, 0.00, 0.00], [0.00, 0.00, 0.00], [0.00, 0.00, 0.00], [0.00, 0.00, 0.00], [0.00, 0.00, 0.00], [0.00, 0.00, 0.00], [0.00, 0.00, 0.00], [0.00, 0.00, 0.00], [0.00, 0.00, 0.00], [0.00, 0.00, 0.00], [0.00, 0.00, 0.00], [0.00, 0.00, 0.00], [0.00, 0.00, 0.00]],
  "de_lowest_kj_mol": 163.0,
  "charge": 0,
  "multiplicity": 1
}

---

Which gap between HOMO and LUMO belongs to each record? In order, 8.5 7.9 9.2 9.3 eV.